[1]
C5H13FNO5PS | the ωB97M-V functional and the def2-TZVPD basis

Geometry (Å):
C: -2.15 1.82 1.76
C: -1.41 0.91 0.72
C: -0.71 -0.27 1.38
C: 0.38 -0.98 0.53
C: -0.15 -2.25 -0.16
N: 1.12 -0.04 -0.37
P: 0.63 -0.07 -2.03
O: 1.23 -1.11 -2.82
O: 1.17 1.34 -2.63
O: -0.95 -0.02 -2.17
S: 2.77 -0.18 -0.16
O: 3.09 0.07 1.19
O: 3.29 -1.40 -0.65
F: 3.34 1.00 -0.98
H: -3.20 1.93 1.48
H: -1.68 2.80 1.75
H: -2.01 1.38 2.75
H: -0.75 1.56 0.14
H: -2.18 0.51 0.05
H: -1.39 -1.00 1.82
H: -0.15 0.15 2.23
H: 1.11 -1.33 1.26
H: -1.14 -2.08 -0.59
H: 0.54 -2.70 -0.87
H: -0.31 -3.00 0.62
H: 0.81 2.05 -2.07
H: -1.28 0.89 -2.19

Properties
Gap between HOMO and LUMO = 10.596 eV
HOMO energy = -10.72 eV
ΔE to the lowest compared entry with this formula, charge and spin = 0.00 kJ/mol

=====

[2]
C10H10N2 | the ωB97M-V functional and the def2-TZVPD basis

Geometry (Å):
C: -2.60 0.43 0.45
C: 0.25 -1.90 0.34
C: -0.68 -0.95 0.52
C: 2.19 -0.08 0.08
C: 0.72 2.27 -0.29
C: 1.38 -1.08 0.90
C: 0.28 0.03 1.18
C: 0.03 1.28 -1.05
C: -1.92 -0.57 -0.10
C: 0.93 0.82 0.09
N: -3.22 1.22 1.05
N: -2.43 -1.34 -1.12
H: 0.24 -2.98 0.14
H: 3.05 0.39 0.69
H: 2.62 -0.39 -0.85
H: 1.48 2.93 -0.88
H: 0.18 3.08 0.47
H: 1.85 -1.69 1.65
H: -0.04 0.45 2.05
H: 0.15 0.95 -2.08
H: -2.84 -0.88 -1.89
H: -1.63 -2.01 -1.34

Properties
Gap between HOMO and LUMO (spin up / spin down) = 7.657 / 7.268 eV
HOMO energy (spin up / spin down) = -8.40 / -7.41 eV
ΔE to the lowest compared entry with this formula, charge and spin = 823.10 kJ/mol

=====

[3]
C9H15CuN2O3Si | the ωB97M-V functional and the def2-TZVPD basis

Geometry (Å):
Cu: -1.32 1.11 0.86
N: -2.69 -0.60 1.76
C: -3.28 -1.04 0.49
C: -3.73 0.19 -0.31
O: -4.88 0.26 -0.75
N: -2.78 1.12 -0.38
C: -3.11 2.49 -0.67
C: -2.88 3.33 0.61
O: -3.35 4.45 0.73
O: -2.14 2.73 1.50
H: -3.38 -0.12 2.33
H: -2.31 -1.37 2.29
H: -2.51 -1.57 -0.07
H: -4.15 -1.70 0.62
H: -2.44 2.89 -1.44
H: -4.14 2.60 -1.02
C: 4.27 -0.19 0.83
Si: 3.01 -0.90 -0.40
C: 3.53 -0.40 -2.14
C: 3.04 -2.79 -0.26
C: 1.37 -0.24 0.01
C: 0.29 0.26 0.30
H: 5.29 -0.54 0.65
H: 4.00 -0.47 1.85
H: 4.26 0.90 0.78
H: 4.53 -0.76 -2.40
H: 3.53 0.69 -2.22
H: 2.82 -0.78 -2.88
H: 4.03 -3.20 -0.48
H: 2.33 -3.24 -0.95
H: 2.77 -3.10 0.75

Properties
Total charge = -1
Gap between HOMO and LUMO (spin up / spin down) = 7.903 / 7.365 eV
<S²> = 0.754
HOMO energy (spin up / spin down) = -5.00 / -4.92 eV
2S+1 = 2

=====

[4]
C35H46AsBiF4N6 | the ωB97M-V functional and the def2-TZVPD basis

Geometry (Å):
Bi: 0.22 2.74 18.63
C: 2.29 -0.61 20.47
C: 0.80 -0.43 20.83
C: -0.27 -0.31 19.72
N: -0.95 0.99 19.63
C: -2.14 1.22 20.16
C: -2.66 0.37 21.19
C: -3.99 0.21 21.51
C: -5.12 0.75 20.91
C: -5.20 1.97 20.25
C: -4.13 2.82 20.06
C: -2.82 2.50 19.71
N: -2.08 3.31 18.94
C: -2.72 4.22 17.95
C: -1.85 4.44 16.72
C: -1.48 3.17 15.92
N: -0.33 2.40 16.42
C: 0.29 1.43 15.77
C: -0.23 0.70 14.68
C: 0.42 -0.36 14.01
C: 1.78 -0.57 13.79
C: 2.85 0.09 14.38
C: 2.82 0.90 15.46
C: 1.68 1.11 16.33
N: 1.77 1.08 17.67
C: 3.02 0.73 18.33
C: 2.95 0.62 19.82
H: 2.44 -1.40 19.70
H: 2.82 -0.90 21.36
H: 0.70 0.39 21.53
H: 0.56 -1.35 21.43
H: -1.03 -1.08 19.85
H: 0.13 -0.50 18.72
H: -1.91 -0.18 21.73
H: -4.24 -0.52 22.29
H: -6.04 0.12 20.95
H: -6.14 2.25 19.75
H: -4.38 3.88 19.89
H: -2.87 5.21 18.43
H: -3.71 3.79 17.65
H: -0.93 4.93 17.04
H: -2.29 5.22 16.05
H: -1.28 3.41 14.85
H: -2.41 2.54 15.90
H: -1.30 0.84 14.51
H: -0.20 -1.08 13.47
H: 2.07 -1.32 13.04
H: 3.82 -0.09 13.82
H: 3.76 1.33 15.82
H: 3.83 1.42 17.98
H: 3.35 -0.26 17.94
H: 2.54 1.55 20.22
H: 3.97 0.64 20.17
C: 3.51 5.36 22.01
N: 3.18 5.18 20.59
C: 4.11 4.36 19.85
C: 2.55 6.26 19.92
C: 1.24 5.83 19.21
N: 1.35 5.00 18.03
C: 1.52 5.55 16.80
C: 2.43 4.89 15.91
F: 2.94 3.72 16.39
C: 2.75 5.34 14.65
F: 3.61 4.63 13.87
C: 2.11 6.50 14.16
C: 1.13 7.11 14.98
F: 0.53 8.23 14.52
C: 0.84 6.66 16.25
F: 0.02 7.42 17.10
H: 4.51 5.78 22.10
H: 3.51 4.35 22.43
H: 2.77 5.98 22.55
H: 5.18 4.70 19.85
H: 4.12 3.35 20.33
H: 3.78 4.32 18.77
H: 2.38 7.06 20.63
H: 3.21 6.72 19.14
H: 0.66 5.20 19.89
H: 0.74 6.78 18.90
H: 2.33 6.90 13.17
C: -1.72 3.03 23.63
As: -0.71 4.55 22.74
C: -2.30 5.82 22.63
C: 0.13 5.25 24.42
H: -2.11 3.33 24.60
H: -1.14 2.11 23.70
H: -2.60 2.75 23.01
H: -3.04 5.58 23.44
H: -2.79 5.77 21.64
H: -1.97 6.85 22.83
H: -0.63 5.35 25.20
H: 0.53 6.24 24.23
H: 0.96 4.65 24.73

Properties
Gap between HOMO and LUMO = 6.359 eV
HOMO energy = -6.73 eV
ΔE to the lowest compared entry with this formula, charge and spin = 0.00 kJ/mol

=====

[5]
C7H17N | the ωB97M-V functional and the def2-TZVPD basis

Geometry (Å):
C: 1.18 0.12 -0.68
C: 1.67 0.81 -1.94
C: 2.28 2.20 -1.70
C: -0.31 0.41 -0.35
N: -0.91 -0.17 0.85
C: -0.79 -1.63 0.99
C: -0.90 -2.07 2.44
C: -2.33 0.21 0.85
H: 1.41 -0.94 -0.59
H: 1.87 0.38 0.15
H: 2.24 0.15 -2.60
H: 0.73 0.94 -2.50
H: 2.56 2.26 -0.65
H: 3.04 2.43 -2.44
H: 1.54 2.98 -1.93
H: -0.38 1.49 -0.24
H: -0.80 0.25 -1.33
H: -1.36 -2.12 0.20
H: 0.23 -1.88 0.70
H: -1.73 -1.58 2.95
H: -1.13 -3.14 2.44
H: 0.03 -1.95 2.98
H: -2.52 1.14 1.39
H: -2.73 0.37 -0.16
H: -2.91 -0.65 1.17

Properties
Gap between HOMO and LUMO = 9.706 eV
HOMO energy = -8.56 eV
ΔE to the lowest compared entry with this formula, charge and spin = 162.89 kJ/mol
SMILES string = CCCCN(C)CC

=====

[6]
C4H8NOS | the ωB97M-V functional and the def2-TZVPD basis

Geometry (Å):
C: 0.45 1.01 0.21
C: -0.84 1.23 1.05
S: -1.39 2.95 1.05
C: 1.14 -0.29 0.45
N: 0.68 -1.37 -0.27
C: -0.36 -1.33 -1.28
O: 2.06 -0.45 1.24
H: 0.18 1.22 -0.82
H: 1.14 1.80 0.50
H: -1.63 0.60 0.62
H: -0.69 0.85 2.06
H: 1.22 -2.22 -0.20
H: 0.01 -1.08 -2.27
H: -1.14 -0.63 -1.01
H: -0.84 -2.29 -1.34

Properties
Total charge = -1
Gap between HOMO and LUMO = 5.801 eV
HOMO energy = -2.43 eV
ΔE to the lowest compared entry with this formula, charge and spin = 38.19 kJ/mol
SMILES string = CNC(=O)CC[S-]

=====

[7]
C2H6O3S2 | the ωB97M-V functional and the def2-TZVPD basis

Geometry (Å):
C: 0.03 1.43 0.44
C: -1.66 -1.18 -0.15
O: -0.25 -1.01 -0.01
O: 2.88 0.96 -0.45
O: 2.02 -1.22 -1.03
S: 0.30 -0.13 1.27
S: 2.64 -0.39 -0.01
H: -1.04 1.67 0.11
H: 0.62 1.46 -0.49
H: 0.37 2.30 1.03
H: -1.84 -2.23 0.16
H: -2.27 -0.50 0.34
H: -1.79 -1.16 -1.20

Properties
Gap between HOMO and LUMO (spin up / spin down) = 6.624 / 6.261 eV
<S²> = 2.011
HOMO energy (spin up / spin down) = -6.34 / -9.70 eV
ΔE to the lowest compared entry with this formula, charge and spin = 102.41 kJ/mol
2S+1 = 3

=====

[8]
C15H10O4 | the ωB97M-V functional and the def2-TZVPD basis

Geometry (Å):
O: -0.87 -0.10 4.18
O: 3.70 -2.31 -0.31
O: 2.99 -0.23 -2.31
O: 0.79 -0.52 2.82
C: -0.18 0.19 3.24
C: 4.31 -2.19 -1.48
C: 3.97 -1.22 -2.46
C: -0.77 1.27 2.37
C: -0.35 1.37 0.95
C: -1.59 2.25 2.79
C: -1.17 1.82 -0.07
C: 2.07 -1.41 1.13
C: 1.45 0.63 -0.69
C: 2.69 -1.40 -0.10
C: 2.35 -0.37 -1.05
C: 1.21 -0.41 1.55
C: 0.86 0.65 0.58
C: -2.38 3.12 1.80
C: -2.49 2.51 0.44
H: 5.14 -2.95 -1.68
H: 4.50 -1.02 -3.46
H: -1.84 2.37 3.78
H: -0.87 1.76 -1.10
H: 2.08 -2.25 1.85
H: 1.26 1.42 -1.42
H: -2.01 4.07 1.81
H: -3.48 3.28 2.09
H: -2.78 3.29 -0.29
H: -3.22 1.73 0.39

Properties
Gap between HOMO and LUMO = 7.471 eV
HOMO energy = -7.59 eV
ΔE to the lowest compared entry with this formula, charge and spin = 27.22 kJ/mol
SMILES string = O=c1oc2cc3c(cc2c2c1=CCCC=2)OC=CO3

=====

[9]
C4H6N3 | the ωB97M-V functional and the def2-TZVPD basis

Geometry (Å):
C: -2.32 -0.04 -0.10
C: 1.46 -0.76 0.15
C: -0.25 1.08 0.15
C: -1.12 0.27 -0.68
N: -3.36 -0.24 0.33
N: 1.12 0.59 0.02
N: 0.67 -1.76 -0.03
H: 2.53 -1.10 0.42
H: -0.20 2.17 -0.11
H: -0.58 1.19 1.16
H: -0.60 0.08 -1.61
H: 1.89 1.31 0.26
H: 0.76 -2.79 0.06

Properties
Total charge = +1
Gap between HOMO and LUMO (spin up / spin down) = 6.335 / 7.592 eV
HOMO energy (spin up / spin down) = -14.43 / -15.08 eV
ΔE to the lowest compared entry with this formula, charge and spin = 423.74 kJ/mol

=====

[10]
C50H50F9NO21P2S | the ωB97M-V functional and the def2-TZVPD basis

Geometry (Å):
C: -3.36 -1.14 -2.39
C: -2.30 -2.30 -1.77
N: -2.81 -3.55 -1.91
C: -0.98 -1.68 -1.18
C: 0.31 -2.34 -0.49
C: -0.22 -3.60 0.47
C: -1.59 -3.34 1.32
O: -2.68 -4.34 1.05
C: -3.77 -4.21 2.02
C: -4.64 -2.82 1.92
F: -4.17 -1.96 3.07
F: -4.46 -2.04 0.68
C: -6.26 -3.00 2.15
F: -6.63 -3.91 3.27
F: -6.78 -1.64 2.54
C: -7.05 -3.36 0.73
F: -8.21 -4.24 1.11
F: -6.21 -4.23 -0.19
C: -7.53 -2.02 -0.11
F: -7.76 -2.44 -1.53
F: -8.79 -1.42 0.38
C: 1.23 -3.11 -1.66
C: 0.35 -4.00 -2.76
C: 1.33 -4.80 -3.86
O: 1.46 -4.39 -5.14
P: 2.34 -4.51 -0.95
O: 3.95 -4.54 -1.56
O: 1.58 -6.06 -0.89
C: 2.13 -2.15 -2.61
O: 1.39 -1.58 -3.80
O: 2.82 -1.01 -2.04
S: 2.97 -0.99 -0.38
O: 3.59 0.44 -0.06
O: 4.09 -1.95 0.01
C: 1.27 -1.25 0.36
C: 1.34 -1.51 1.99
C: 2.41 -2.47 2.67
C: 3.74 -1.57 3.16
F: 2.92 -3.67 2.06
C: 0.69 0.31 0.42
P: 0.36 1.41 -0.99
O: -1.25 1.61 -1.09
O: 0.92 3.07 -0.65
O: 0.85 1.11 -2.60
H: -3.49 -1.27 -3.54
H: -3.07 -0.06 -2.04
H: -4.39 -1.40 -1.83
H: -2.09 -4.14 -1.46
H: -0.53 -1.04 -2.09
H: -1.48 -0.95 -0.36
H: 0.58 -3.99 1.23
H: -0.44 -4.59 -0.17
H: -1.99 -2.23 1.32
H: -1.33 -3.54 2.47
H: -3.31 -4.36 3.10
H: -4.55 -5.10 1.87
H: -6.72 -1.15 -0.12
H: -0.25 -4.88 -2.29
H: -0.39 -3.38 -3.41
H: 1.96 -5.75 -3.54
H: 3.99 -4.63 -2.56
H: 2.29 -6.75 -1.12
H: 3.01 -2.76 -3.15
H: 1.96 -0.81 -4.12
H: 1.55 -0.50 2.61
H: 0.27 -1.78 2.47
H: 1.95 -2.81 3.72
H: 3.61 -1.23 4.27
H: 3.78 -0.56 2.52
H: 4.73 -2.20 3.06
H: 1.38 0.97 1.13
H: -0.30 0.19 1.07
H: 1.68 3.22 -1.30
H: 0.47 1.87 -3.17
C: 3.49 6.01 2.66
C: 3.72 4.96 3.45
C: 4.16 3.66 2.89
O: 4.38 2.70 3.62
C: 4.33 3.58 1.43
C: 4.09 4.63 0.64
C: 3.65 5.92 1.20
O: 3.44 6.89 0.48
H: 3.16 6.96 3.06
H: 3.61 5.00 4.53
H: 4.65 2.62 1.04
H: 4.21 4.58 -0.44
C: -0.20 5.87 -4.15
C: 0.45 5.22 -3.19
C: 1.91 5.02 -3.25
O: 2.51 4.42 -2.37
C: 2.62 5.58 -4.42
C: 1.97 6.24 -5.39
C: 0.51 6.43 -5.32
O: -0.09 7.03 -6.20
H: -1.28 6.03 -4.12
H: -0.06 4.80 -2.33
H: 3.69 5.43 -4.45
H: 2.47 6.65 -6.25
C: 9.73 -6.01 -1.09
C: 8.74 -6.44 -1.87
C: 7.34 -6.04 -1.62
O: 6.43 -6.44 -2.33
C: 7.08 -5.14 -0.48
C: 8.08 -4.71 0.30
C: 9.48 -5.11 0.05
O: 10.39 -4.71 0.76
H: 10.76 -6.30 -1.26
H: 8.91 -7.10 -2.71
H: 6.05 -4.85 -0.31
H: 7.91 -4.05 1.14
C: -6.78 4.27 3.21
C: -6.84 3.77 1.97
C: -6.96 2.31 1.74
O: -7.01 1.85 0.61
C: -7.00 1.44 2.92
C: -6.94 1.94 4.16
C: -6.83 3.39 4.39
O: -6.77 3.85 5.52
H: -6.69 5.33 3.39
H: -6.81 4.39 1.09
H: -7.09 0.37 2.74
H: -6.97 1.31 5.04
C: -1.47 4.91 0.69
C: -2.58 5.34 0.09
C: -3.29 6.56 0.53
O: -4.31 6.94 -0.02
C: -2.71 7.29 1.68
C: -1.60 6.87 2.29
C: -0.90 5.65 1.84
O: 0.12 5.26 2.39
H: -0.94 4.02 0.38
H: -3.02 4.81 -0.76
H: -3.24 8.18 1.99
H: -1.17 7.39 3.13

Properties
Gap between HOMO and LUMO = 5.832 eV
HOMO energy = -8.10 eV
SMILES string = [H]/N=C(/C)C[C@]1(CCOCC(F)(F)C(F)(F)C(F)(F)C(F)F)[C@](C[C@H](C)F)(CP(=O)(O)O)S(=O)(=O)O[C@H](O)[C@@]1(CC=O)P(O)O.O=C1C=CC(=O)C=C1.O=C1C=CC(=O)C=C1.O=C1C=CC(=O)C=C1.O=C1C=CC(=O)C=C1.O=C1C=CC(=O)C=C1

=====

[11]
C3H5NO2S | the ωB97M-V functional and the def2-TZVPD basis

Geometry (Å):
C: 1.03 0.60 -0.38
C: 0.54 0.44 -1.82
C: -0.67 -0.47 1.15
H: 0.58 -1.62 -1.25
H: 0.64 1.47 0.00
H: 2.17 0.43 -0.41
H: 0.53 1.55 -2.29
H: -0.89 -1.29 1.69
N: 0.62 -0.53 0.63
O: 0.89 -1.79 -0.19
O: 0.27 -0.61 -2.28
S: -1.38 1.18 1.49

Properties
Gap between HOMO and LUMO = 8.190 eV
HOMO energy = -8.88 eV
ΔE to the lowest compared entry with this formula, charge and spin = 486.32 kJ/mol
SMILES string = O=CCN(O)C=S

=====

[12]
C5H9N2PS | the ωB97M-V functional and the def2-TZVPD basis

Geometry (Å):
C: 0.49 0.60 -0.51
C: 0.07 -0.71 -0.40
C: -0.35 1.78 -0.83
C: 3.78 -0.50 0.21
C: -4.10 -0.85 0.91
N: 1.79 0.68 -0.31
N: 2.36 -0.50 -0.07
P: 1.33 -1.83 -0.06
S: -3.28 -0.78 -0.68
H: -1.39 1.54 -0.61
H: -0.26 2.01 -1.89
H: -0.02 2.64 -0.25
H: 4.28 0.17 -0.49
H: 3.97 -0.14 1.22
H: 4.16 -1.51 0.10
H: -5.15 -1.08 0.73
H: -4.02 0.12 1.40
H: -3.66 -1.62 1.52

Properties
Gap between HOMO and LUMO (spin up / spin down) = 5.590 / 5.587 eV
HOMO energy (spin up / spin down) = -8.35 / -8.34 eV
ΔE to the lowest compared entry with this formula, charge and spin = 283.19 kJ/mol

=====

Total energy / Ha: -1468.7526 -496.2836 -2617.2241 -4539.4290 -331.6089 -685.4415 -1101.6958 -878.4342 -319.8702 -5549.0558 -720.5613 -1044.7794